(1)
A 21-piece molecular cluster, C93H223N5O21 overall at a distorted geometry, computed with wB97M-V/def2-TZVPD.

Summary:
Molar mass ... 1747.8 g mol⁻¹
Energy above the lowest of the compared OMol25 structures with the same formula, charge and spin ... 2.6739 eV
HOMO ... -8.26 eV
Total charge ... 0
Total energy ... -150497.833 eV
Frontier orbital gap ... 8.2989 eV

Element x y z (Å)
O (17.64368, 10.05888, 18.17046)
O (17.25537, 17.38332, 16.94964)
O (14.88482, 9.17167, 18.59698)
O (24.04359, 13.27146, 19.45142)
O (15.93591, 20.26748, 23.26985)
O (13.73821, 18.18825, 22.70912)
O (17.74240, 21.45994, 21.77152)
O (17.73698, 19.96044, 16.02568)
O (11.70924, 15.66906, 14.39408)
O (17.50434, 18.36727, 24.87365)
O (24.50507, 19.58930, 15.73737)
O (21.58658, 11.28680, 13.43950)
O (10.34614, 14.49599, 16.97582)
O (16.24908, 14.44355, 26.15109)
O (19.54944, 22.72575, 23.26800)
O (24.12042, 14.23097, 22.12030)
O (21.73456, 14.22202, 13.82009)
O (22.20526, 13.66267, 24.27623)
O (16.34123, 9.85276, 25.92982)
O (13.08009, 15.17124, 12.10336)
O (14.50993, 12.47695, 25.04546)
N (16.42264, 19.86981, 15.50875)
N (13.27607, 12.43959, 24.39602)
N (16.85832, 16.75835, 18.20575)
N (20.20987, 11.63397, 13.10616)
N (23.50869, 19.32190, 16.77229)
C (24.49653, 17.19821, 17.05832)
C (23.54188, 21.66839, 17.59698)
C (15.21480, 19.59547, 13.43924)
C (14.35357, 16.08396, 26.07313)
C (11.39667, 17.78342, 13.52956)
C (14.25179, 13.38922, 13.18568)
C (15.28450, 21.19656, 24.21047)
C (21.63691, 21.91096, 22.29107)
C (17.85583, 11.56215, 13.82311)
C (12.18248, 12.11424, 25.39820)
C (23.66892, 15.52072, 21.66017)
C (14.18585, 18.52700, 20.30181)
C (15.30730, 20.50698, 17.52897)
C (16.23770, 22.32288, 15.99160)
C (20.96452, 15.27306, 14.32002)
C (10.87439, 11.29483, 23.25783)
C (18.17602, 18.44055, 19.31666)
C (16.48247, 21.84178, 24.97155)
C (14.30160, 20.72310, 13.86123)
C (11.67009, 17.50638, 16.02155)
C (17.27823, 20.90034, 13.38400)
C (13.97764, 10.28630, 23.00707)
C (12.35074, 10.76107, 26.15508)
C (20.38972, 12.53505, 23.02526)
C (12.16267, 13.21562, 26.43971)
C (24.16151, 18.51720, 17.76509)
C (24.20662, 16.67220, 22.42876)
C (14.91818, 10.08697, 16.27262)
C (18.15949, 11.30094, 26.54720)
C (13.91298, 11.29406, 18.22111)
C (20.95306, 13.01432, 24.40354)
C (18.04742, 16.93952, 19.05147)
C (20.02299, 14.01824, 25.07028)
C (18.91391, 18.41235, 24.66660)
C (14.35059, 20.45744, 25.14566)
C (20.06024, 9.93059, 11.22950)
C (22.73127, 20.48971, 17.08399)
C (14.34503, 14.42833, 12.11284)
C (21.85661, 16.50648, 14.31719)
C (17.33955, 14.46246, 17.16240)
C (12.09681, 16.97635, 14.67242)
C (12.87719, 16.57503, 21.17667)
C (17.52591, 11.29386, 12.35417)
C (15.73765, 15.67527, 25.56825)
C (16.05153, 14.82605, 19.21909)
C (16.66361, 23.39159, 20.83872)
C (15.47398, 15.46348, 12.45616)
C (10.42296, 12.04780, 17.00984)
C (16.09228, 10.82114, 27.96104)
C (19.85951, 10.46660, 18.99004)
C (18.42181, 22.03125, 19.54452)
C (20.85028, 22.20800, 23.61256)
C (14.32072, 12.71006, 22.22848)
C (19.71336, 11.66759, 15.49286)
C (17.32328, 18.35796, 13.85891)
C (16.35205, 15.36830, 17.90741)
C (22.14600, 15.55140, 21.60287)
C (13.37462, 11.79208, 23.05080)
C (14.25366, 20.87686, 15.34213)
C (15.57674, 20.94682, 16.08087)
C (19.40830, 16.42240, 18.50420)
C (10.89973, 12.01943, 24.63358)
C (19.54534, 17.69235, 25.86031)
C (19.03710, 17.75883, 23.32355)
C (10.84248, 13.38003, 19.12497)
C (21.53697, 23.30900, 24.38336)
C (21.71171, 20.01316, 18.15119)
C (21.03320, 12.20055, 10.82229)
C (17.12855, 10.27463, 27.05007)
C (18.35700, 10.59043, 19.30858)
C (14.10594, 9.95911, 17.60640)
C (19.26731, 11.07232, 14.09736)
C (22.45521, 19.40160, 19.35641)
C (18.57271, 11.93004, 11.48202)
C (21.82281, 20.91802, 15.81316)
C (17.81532, 9.92257, 20.54264)
C (10.92245, 13.34983, 17.61194)
C (19.60934, 15.48466, 13.71604)
C (23.89501, 13.05816, 17.11156)
C (25.47370, 19.09624, 18.30122)
C (17.22466, 14.84820, 20.23739)
C (19.98167, 11.39275, 11.71532)
C (15.08142, 15.62082, 17.03434)
C (12.05212, 11.81684, 22.40424)
C (19.30938, 9.54071, 14.32715)
C (16.58648, 19.68119, 14.03254)
C (17.69581, 16.26597, 20.35354)
C (14.06383, 17.51444, 21.47044)
C (23.15320, 12.79939, 18.39723)
C (23.16809, 18.21245, 18.88106)
C (17.26763, 22.04228, 20.55575)
C (21.90125, 13.66227, 18.32191)
C (15.84650, 15.59292, 24.04743)
H (9.44049, 14.66059, 17.32468)
H (17.12688, 22.33283, 24.25122)
H (15.37152, 9.16684, 15.93990)
H (9.86945, 13.11767, 19.53155)
H (20.07983, 17.90545, 22.91367)
H (17.81754, 8.84458, 20.37739)
H (13.12965, 11.28158, 18.96496)
H (20.63091, 11.23311, 15.89761)
H (17.54243, 10.19223, 12.20149)
H (17.32741, 22.19880, 16.14082)
H (20.11010, 11.11648, 18.15542)
H (21.79469, 16.30130, 20.91237)
H (16.48010, 17.91108, 16.62309)
H (13.26611, 10.74904, 26.80514)
H (14.48529, 13.95370, 11.14244)
H (18.92034, 13.87057, 24.95346)
H (21.31157, 13.18581, 11.12295)
H (21.75665, 22.77819, 21.66017)
H (15.11780, 14.85852, 23.57233)
H (18.71351, 9.29805, 15.22379)
H (10.61934, 17.29899, 16.08772)
H (16.52128, 16.37614, 25.91987)
H (19.34970, 22.44349, 19.94496)
H (25.44728, 17.36430, 16.59908)
H (23.72156, 16.98369, 16.34555)
H (17.00594, 21.03701, 22.24774)
H (17.48642, 23.99245, 21.25015)
H (23.46566, 12.57233, 16.19315)
H (18.24748, 22.54896, 18.58989)
H (15.23939, 15.98135, 13.37720)
H (17.01135, 21.03706, 25.58588)
H (16.78549, 10.15231, 20.80593)
H (22.01943, 11.66839, 10.78573)
H (16.53400, 21.36198, 20.16529)
H (21.66046, 15.50175, 22.57193)
H (20.67191, 17.84123, 25.78883)
H (18.07985, 14.23212, 19.88683)
H (10.95932, 10.22386, 23.54932)
H (19.08327, 16.26962, 14.24415)
H (14.64412, 21.28728, 17.92043)
H (14.97728, 19.28588, 20.41256)
H (16.16037, 22.63516, 25.64475)
H (11.47051, 10.70787, 26.79522)
H (17.22182, 10.96053, 14.49622)
H (20.24656, 16.92626, 19.02638)
H (10.54940, 13.05391, 24.48290)
H (15.73654, 13.76163, 25.65467)
H (18.08500, 21.28631, 14.06399)
H (14.74054, 21.92643, 23.59477)
H (13.20416, 15.89116, 20.41736)
H (20.18423, 14.08960, 26.13528)
H (21.11128, 12.12830, 25.04414)
H (16.87006, 9.55118, 25.23072)
H (22.37975, 21.21416, 14.95191)
H (24.45434, 16.31385, 17.72220)
H (21.85003, 19.19634, 20.21549)
H (18.59486, 16.34276, 20.95054)
H (18.64590, 18.92952, 18.43642)
H (15.45417, 9.99252, 28.22023)
H (18.32919, 18.40323, 14.28750)
H (21.06090, 21.16198, 21.72545)
H (14.18494, 10.34310, 15.45447)
H (11.90194, 14.18140, 25.93406)
H (13.39566, 19.18327, 20.23317)
H (19.68746, 9.86719, 10.18042)
H (11.88724, 18.60407, 16.07264)
H (10.59548, 11.93275, 15.93652)
H (16.33954, 19.61178, 23.92200)
H (14.82814, 14.59155, 16.77782)
H (21.44780, 17.39281, 14.87737)
H (11.86539, 12.79625, 22.03792)
H (13.21152, 17.05033, 14.55146)
H (17.23946, 14.65984, 16.10938)
H (18.37206, 11.90420, 10.43757)
H (18.14053, 11.63964, 19.40170)
H (21.49977, 24.17829, 23.74123)
H (17.69581, 12.20412, 26.20800)
H (16.90991, 15.29809, 23.85631)
H (11.19316, 14.37393, 19.48353)
H (21.73486, 14.69223, 21.02244)
H (14.35949, 18.92813, 22.77319)
H (15.66963, 16.61357, 23.67906)
H (18.65981, 10.90574, 25.66522)
H (11.18438, 15.18240, 15.08173)
H (19.85867, 13.32411, 22.51773)
H (9.35566, 11.93779, 17.15276)
H (23.55379, 13.08255, 20.23422)
H (16.25004, 20.48392, 18.08619)
H (22.23996, 14.68442, 18.17302)
H (24.13968, 19.06669, 14.99478)
H (18.77623, 18.72071, 20.20464)
H (19.76599, 15.82329, 12.64409)
H (13.08801, 13.23592, 26.90575)
H (14.25201, 16.16252, 27.19072)
H (17.19863, 17.43999, 24.86459)
H (22.38910, 17.51470, 18.58519)
H (16.53044, 11.26831, 28.87428)
H (19.57274, 11.83524, 23.16235)
H (19.34185, 16.60802, 25.69582)
H (21.03642, 19.30623, 17.75444)
H (13.19205, 9.41016, 17.39385)
H (14.87122, 11.58694, 18.74214)
H (21.29821, 13.38383, 13.81805)
H (13.57398, 19.87725, 24.67543)
H (14.71597, 18.64901, 13.78976)
H (19.05622, 22.10879, 22.70561)
H (25.27987, 19.73593, 19.14836)
H (12.83397, 16.13197, 22.18415)
H (20.31149, 9.09589, 14.41685)
H (14.40275, 8.45294, 19.03656)
H (21.64550, 10.32605, 13.53080)
H (21.12847, 23.60161, 25.34038)
H (13.61111, 21.72201, 15.55349)
H (22.62159, 21.50628, 22.44892)
H (14.60020, 12.17800, 21.32829)
H (20.15125, 9.44340, 18.84699)
H (21.31063, 13.57928, 19.19672)
H (16.89857, 16.90983, 20.88416)
H (21.07542, 20.14411, 15.54757)
H (19.65239, 15.38311, 18.70352)
H (15.23007, 12.86199, 22.82954)
H (23.12985, 20.16181, 19.83558)
H (14.48247, 10.13988, 22.03501)
H (21.15805, 12.12896, 22.38622)
H (22.81513, 13.16343, 23.69482)
H (19.00471, 16.64672, 23.31545)
H (14.96008, 16.84498, 21.63525)
H (18.42104, 18.23496, 22.56395)
H (15.24355, 15.31912, 19.74580)
H (18.92114, 11.66642, 27.26859)
H (20.21142, 14.98150, 24.54011)
H (11.82019, 17.41510, 12.58990)
H (18.70423, 12.98588, 11.76726)
H (16.17187, 23.78497, 19.96355)
H (16.51296, 15.10775, 12.53521)
H (19.17197, 18.05711, 26.81187)
H (15.09518, 12.63180, 13.15283)
H (14.37911, 15.97338, 17.74862)
H (19.42249, 9.26778, 11.75798)
H (23.86353, 17.60245, 22.06110)
H (19.13494, 19.49608, 24.61900)
H (15.87666, 23.40006, 21.60918)
H (20.45156, 10.80954, 19.87429)
H (17.82783, 19.11339, 16.50057)
H (12.60475, 15.22038, 12.94186)
H (13.28070, 9.50810, 23.20078)
H (21.20620, 21.79742, 16.13813)
H (14.71158, 21.64726, 13.34264)
H (16.74544, 9.77640, 18.42966)
H (23.77083, 17.71094, 19.66810)
H (13.85867, 12.04510, 17.41185)
H (10.31541, 17.64225, 13.54481)
H (11.97470, 17.07568, 20.85258)
H (14.76781, 10.26029, 23.78357)
H (15.69509, 10.89932, 16.29610)
H (22.00009, 16.82512, 13.29280)
H (15.30985, 19.49496, 12.35113)
H (17.75548, 20.63409, 12.42703)
H (17.64942, 9.37213, 27.48048)
H (18.36856, 14.45587, 17.51486)
H (22.87391, 16.23026, 14.68617)
H (21.12671, 20.88277, 18.36518)
H (25.28815, 16.71114, 22.38085)
H (22.62629, 23.12080, 24.56351)
H (18.63694, 21.01210, 19.22778)
H (22.90612, 22.59817, 17.72475)
H (12.15072, 11.14506, 21.54560)
H (16.51065, 11.69366, 12.09181)
H (23.91343, 16.64019, 23.47405)
H (21.23860, 13.40646, 17.43500)
H (13.57646, 15.42126, 25.64976)
H (18.36061, 10.20641, 21.43462)
H (15.56446, 11.58683, 27.41385)
H (20.73987, 15.14761, 15.35500)
H (14.87887, 11.62338, 25.29932)
H (15.94236, 22.82122, 15.06057)
H (14.28983, 18.05878, 19.34206)
H (24.86769, 14.07930, 21.56355)
H (10.93143, 11.21118, 17.44200)
H (16.95219, 13.44411, 17.25708)
H (13.88450, 13.69111, 21.99472)
H (11.50918, 12.61501, 19.57767)
H (22.97821, 11.70654, 18.49637)
H (19.83359, 12.76879, 15.41929)
H (16.01994, 23.00923, 16.84304)
H (17.53146, 18.23480, 12.80940)
H (14.76400, 19.51052, 17.56604)
H (19.04873, 14.53882, 13.75212)
H (20.69389, 21.29748, 24.22499)
H (24.07409, 15.56413, 20.61234)
H (11.58865, 18.85463, 13.57946)
H (13.27346, 20.55278, 13.36347)
H (18.92054, 11.46137, 16.24776)
H (14.16057, 13.91164, 14.15658)
H (21.07522, 9.51741, 11.20746)
H (16.89080, 14.45111, 21.19935)
H (26.14118, 18.36184, 18.68479)
H (14.87279, 19.63235, 25.61323)
H (13.28021, 12.92444, 12.99672)
H (15.29854, 16.23463, 16.21708)
H (19.56735, 16.59472, 17.44287)
H (16.82136, 17.44496, 14.23229)
H (14.01508, 21.16522, 25.91412)
H (15.62485, 13.81031, 19.13598)
H (14.19839, 17.14679, 25.71236)
H (24.90421, 12.67745, 17.16514)
H (9.95132, 11.65250, 22.78620)
H (16.62996, 21.76793, 13.09073)
H (26.02453, 19.70900, 17.59243)
H (12.47623, 9.92942, 25.49758)
H (17.20292, 18.89400, 19.56134)
H (13.74696, 20.05218, 15.80205)
H (23.97575, 21.36950, 18.54810)
H (11.42164, 12.87434, 27.16721)
H (17.78737, 12.60274, 14.04525)
H (15.51163, 16.22676, 11.67736)
H (10.16403, 11.52896, 25.30906)
H (11.98998, 13.38163, 17.33504)
H (20.61684, 12.15339, 9.80326)
H (24.07133, 14.10013, 17.00431)
H (12.07443, 17.05427, 16.91985)
H (24.27416, 21.99617, 16.90041)
H (18.89468, 8.87590, 13.52485)

---

(2)
A 2-piece molecular cluster, C3H6O overall at a distorted geometry, computed with wB97M-V/def2-TZVPD.

Summary:
Molar mass ... 58.1 g mol⁻¹
Energy above the lowest of the compared OMol25 structures with the same formula, charge and spin ... 1.9204 eV
HOMO ... -10.20 eV
Structure (SMILES) ... C=C.C=O
Total charge ... 0
Total energy ... -5253.774 eV
Frontier orbital gap ... 11.0873 eV

Element x y z (Å)
O (4.05036, -0.40619, 0.00459)
C (-1.62428, 0.61950, 0.43738)
C (-2.14893, 0.01369, -0.60950)
C (2.86045, -0.48266, 0.13034)
H (2.41520, -0.95466, 1.02160)
H (-2.53769, -0.99432, -0.66212)
H (2.16346, -0.11871, -0.63947)
H (-2.32839, 0.49325, -1.57007)
H (-1.29787, 1.65187, 0.46191)
H (-1.55232, 0.17821, 1.42535)